(1)
DFT (the ωB97M-V functional and the def2-TZVPD basis) results for a structure of composition C17H18N3NiOSe.

```
41
Properties=species:S:1:pos:R:3:forces:R:3
Ni 0.694 0.216 0.876 0.2 0.7 0.1
C -1.037 -2.638 1.609 0.1 0.0 0.0
C -1.443 -1.341 1.793 0.0 0.2 0.2
C -0.598 -0.358 2.388 0.0 -0.4 -0.1
C 0.726 -0.745 2.744 -0.2 -0.2 -0.2
C 1.107 -2.107 2.563 0.0 0.1 0.1
C 0.259 -3.029 2.012 -0.1 0.0 -0.1
H -1.706 -3.353 1.144 0.0 0.0 0.0
H -2.448 -1.053 1.501 0.0 0.0 0.0
H -1.048 0.542 2.790 0.0 0.0 0.0
H 1.311 -0.139 3.417 0.1 0.1 0.0
H 2.105 -2.410 2.861 0.0 0.0 0.0
H 0.593 -4.048 1.860 0.0 0.0 0.0
N -2.094 1.931 -1.850 0.0 -0.1 -0.1
C -1.328 1.836 -0.720 0.0 0.2 0.0
N -0.774 0.676 -0.573 0.1 -0.4 -0.1
C -1.179 -0.070 -1.681 0.0 0.0 0.2
C -0.878 -1.386 -2.023 0.0 0.0 0.0
C -1.422 -1.875 -3.192 -0.1 0.0 -0.1
C -2.254 -1.083 -4.006 0.1 -0.1 0.0
C -2.564 0.220 -3.675 0.0 0.1 0.1
C -2.008 0.707 -2.494 0.0 0.1 0.0
H -2.574 2.751 -2.170 0.0 0.0 0.0
H -1.201 2.660 -0.035 0.0 0.0 0.0
H -0.224 -1.973 -1.393 0.0 0.0 0.0
H -1.189 -2.886 -3.500 0.0 0.0 0.0
H -2.654 -1.504 -4.920 0.0 0.0 0.0
H -3.200 0.828 -4.305 0.0 0.0 0.0
Se 3.339 -1.794 -2.760 -0.1 0.0 0.1
C 2.402 -1.290 -1.290 0.1 0.0 0.0
N 1.803 -0.947 -0.356 0.0 -0.1 -0.1
C 1.479 2.591 3.080 0.2 0.0 -0.2
O 2.058 2.736 1.786 0.0 0.2 0.3
C 1.724 1.791 0.888 -0.3 -0.3 -0.1
C 2.411 2.176 -0.395 0.1 0.0 0.0
H 2.097 1.935 3.692 0.0 0.0 0.0
H 0.484 2.163 2.980 -0.1 0.0 0.0
H 1.440 3.582 3.533 0.0 0.0 0.0
H 2.728 3.225 -0.429 0.0 0.0 0.0
H 1.774 1.933 -1.246 0.0 0.0 0.0
H 3.288 1.530 -0.501 0.0 0.0 0.0
```
Forces are in eV/Å.

Computed properties:
Calculated total energy (eV): -130827.4832
E_HOMO (spin up / spin down) (eV): -2.72 / -2.72
LUMO energy (spin up / spin down) (eV): 2.672 / 2.672
Gap between HOMO and LUMO (spin up / spin down) (eV): 5.39 / 5.40
ΔE to the lowest compared entry with this formula, charge and spin (kJ/mol): 19.8
Charge: -1

(2)
DFT (the ωB97M-V functional and the def2-TZVPD basis) results for a structure of composition C59H48BrCl8GeN3OP2SW in a non-equilibrium geometry.

```
125
Properties=species:S:1:pos:R:3:forces:R:3
W 1.105 0.410 0.374 -0.6 0.7 0.1
Cl 0.544 5.011 2.580 0.1 0.0 0.0
C 0.207 3.581 3.465 0.0 0.1 -0.2
C 0.437 2.338 2.902 -0.3 0.1 -0.2
C 0.057 1.194 3.590 0.1 -0.1 -0.2
Cl 0.344 -0.341 2.815 -0.2 0.0 0.1
C -0.445 1.246 4.875 0.0 -0.1 0.0
Cl -0.793 -0.197 5.718 0.0 0.0 0.0
C -0.651 2.499 5.458 0.0 0.0 0.1
Cl -1.299 2.598 7.029 0.0 0.0 0.0
C -0.346 3.660 4.745 0.0 0.1 0.1
Cl -0.648 5.186 5.437 0.0 0.0 0.0
O 4.218 -1.160 -4.899 0.0 0.0 -0.1
C 3.520 -0.844 -3.822 0.0 0.0 0.1
C 2.613 -1.693 -3.187 0.0 -0.2 -0.2
C 1.971 -1.248 -2.068 0.0 0.0 0.2
N 2.133 -0.014 -1.534 0.5 0.4 -0.1
C 3.021 0.784 -2.167 -0.2 0.1 0.4
Br 3.324 2.493 -1.467 -0.1 0.2 -0.1
C 3.714 0.427 -3.286 0.2 0.0 -0.3
H 4.053 -2.063 -5.198 0.0 -0.1 0.0
H 2.434 -2.701 -3.542 0.0 0.1 0.0
H 1.303 -1.918 -1.542 0.0 0.0 0.1
H 4.420 1.106 -3.748 -0.1 0.0 0.1
C -5.735 3.001 -4.581 0.0 0.0 -0.1
S -5.180 1.343 -4.297 0.1 -0.1 0.0
C -5.607 1.040 -2.588 0.1 0.1 0.1
C -4.453 0.408 -1.794 0.0 0.0 -0.1
C -3.289 1.380 -1.587 -0.3 -0.4 0.0
N -2.220 0.760 -0.814 0.7 0.3 0.0
P -1.888 1.058 0.869 -0.8 -0.3 -0.2
C -2.948 2.488 1.259 0.1 0.0 -0.1
C -4.334 2.349 1.410 0.0 0.1 0.0
C -5.129 3.470 1.597 0.0 0.0 0.0
C -4.555 4.738 1.648 0.0 0.0 0.0
C -3.182 4.882 1.515 0.0 0.0 0.0
C -2.385 3.760 1.315 0.0 0.1 -0.1
C -2.768 -0.299 1.702 0.0 0.1 0.1
C -2.931 -1.531 1.074 -0.1 0.0 0.0
C -3.492 -2.599 1.765 0.0 0.0 0.0
C -3.876 -2.448 3.089 0.0 0.0 0.0
C -3.725 -1.219 3.719 0.0 0.0 0.0
C -3.170 -0.150 3.032 0.0 0.0 0.0
P -0.768 0.281 -1.571 -0.6 0.8 -0.3
C -1.305 -0.852 -2.882 0.1 -0.2 0.2
C -1.788 -0.440 -4.126 -0.1 -0.1 0.0
C -2.312 -1.377 -5.011 0.0 0.1 0.0
C -2.354 -2.724 -4.668 0.0 0.0 0.0
C -1.866 -3.141 -3.436 0.0 0.0 0.0
C -1.345 -2.208 -2.549 0.0 -0.1 0.0
C -0.226 1.798 -2.459 0.1 -0.2 0.0
C -0.428 3.040 -1.854 -0.1 0.0 -0.2
C -0.013 4.209 -2.478 0.0 0.0 0.1
C 0.634 4.150 -3.705 0.1 0.0 0.0
C 0.880 2.917 -4.296 0.0 -0.1 0.0
C 0.459 1.748 -3.676 0.0 0.0 0.0
H -5.468 3.271 -5.602 0.0 0.0 0.1
H -5.253 3.665 -3.857 -0.1 0.0 0.0
H -6.824 3.031 -4.451 0.1 0.0 0.0
H -6.459 0.350 -2.637 0.0 0.0 0.0
H -5.941 1.988 -2.162 0.0 -0.1 0.1
H -4.099 -0.503 -2.284 0.0 0.0 0.0
H -4.869 0.121 -0.827 0.0 -0.1 0.0
H -3.649 2.267 -1.065 0.0 0.1 0.0
H -2.899 1.720 -2.554 0.1 0.0 0.0
H -4.788 1.365 1.402 0.0 0.0 0.0
H -6.200 3.354 1.720 0.0 0.0 0.0
H -5.180 5.610 1.801 0.0 0.0 0.0
H -2.727 5.865 1.574 0.0 -0.1 0.0
H -1.315 3.888 1.208 -0.1 0.0 0.0
H -2.654 -1.650 0.032 0.0 0.0 0.0
H -3.636 -3.551 1.268 0.0 0.0 0.0
H -4.301 -3.285 3.628 0.0 0.0 0.0
H -4.044 -1.094 4.747 0.0 0.0 0.0
H -3.067 0.811 3.526 0.0 -0.1 0.0
H -1.746 0.601 -4.418 0.0 0.0 0.0
H -2.682 -1.054 -5.979 0.1 0.0 0.1
H -2.756 -3.450 -5.366 0.0 0.1 0.1
H -1.889 -4.191 -3.170 0.0 0.1 0.0
H -0.965 -2.541 -1.587 0.0 0.0 -0.1
H -0.948 3.109 -0.911 -0.1 0.0 0.1
H -0.190 5.167 -2.000 0.0 -0.1 -0.1
H 0.960 5.060 -4.195 0.0 -0.1 0.0
H 1.407 2.863 -5.243 -0.1 0.0 0.1
H 0.664 0.792 -4.144 0.0 0.0 0.0
Cl 4.975 1.476 1.551 -0.1 -0.1 -0.1
C 3.502 2.217 2.172 0.1 0.0 -0.3
Cl 3.682 3.958 2.038 -0.1 0.3 -0.1
Cl 3.317 1.751 3.864 -0.2 -0.1 0.1
C 2.261 1.770 1.387 0.6 0.2 0.9
N 1.036 2.101 1.628 0.9 -0.8 -0.2
C 5.274 -1.970 5.260 0.0 0.0 0.1
C 3.886 -1.938 5.293 -0.1 0.1 0.0
C 3.167 -1.706 4.127 0.1 0.0 0.1
C 3.826 -1.497 2.914 0.0 0.3 0.0
C 5.218 -1.544 2.894 0.1 0.0 0.0
C 5.938 -1.787 4.059 0.1 0.1 -0.1
Ge 2.853 -1.351 1.218 0.3 -1.4 0.2
C 4.122 -2.003 -0.160 0.0 0.1 -0.1
C 5.130 -1.214 -0.722 0.0 0.0 0.0
C 6.047 -1.750 -1.622 0.0 0.1 0.0
C 5.970 -3.089 -1.980 0.0 0.0 0.0
C 4.973 -3.888 -1.432 0.0 0.0 0.0
C 4.057 -3.350 -0.534 0.1 0.1 0.0
C 1.586 -2.900 1.403 -0.3 0.0 -0.2
C 0.342 -2.976 0.760 0.3 -0.3 0.3
C -0.423 -4.138 0.761 0.0 0.1 0.0
C 0.034 -5.255 1.443 0.0 -0.1 0.0
C 1.243 -5.196 2.125 0.0 0.0 0.0
C 2.010 -4.037 2.099 0.0 0.1 0.0
H 5.834 -2.144 6.171 0.0 0.0 0.0
H 3.361 -2.096 6.228 0.0 0.0 -0.1
H 2.086 -1.710 4.173 0.0 -0.1 0.0
H 5.752 -1.408 1.960 0.0 0.0 0.1
H 7.020 -1.834 4.024 -0.1 0.0 0.0
H 5.221 -0.166 -0.457 0.0 -0.1 0.0
H 6.828 -1.120 -2.036 -0.1 -0.1 0.0
H 6.690 -3.511 -2.672 0.0 0.0 0.1
H 4.912 -4.939 -1.691 0.0 0.1 0.0
H 3.296 -3.997 -0.118 0.0 0.0 0.0
H -0.066 -2.104 0.270 -0.1 0.3 -0.2
H -1.372 -4.178 0.233 0.1 0.0 0.1
H -0.555 -6.166 1.452 0.1 0.1 0.0
H 1.593 -6.059 2.680 0.0 0.1 -0.1
H 2.958 -4.016 2.627 0.0 -0.1 0.0
```
Forces are in eV/Å.

Computed properties:
Expectation value of S²: 3.781
Calculated total energy (eV): -326430.4829
E_HOMO (spin up / spin down) (eV): -14.37 / -14.41
LUMO energy (spin up / spin down) (eV): -7.891 / -11.339
2S+1: 4
Gap between HOMO and LUMO (spin up / spin down) (eV): 6.48 / 3.07
ΔE to the lowest compared entry with this formula, charge and spin (kJ/mol): 0.0
Charge: +3

(3)
DFT (the ωB97M-V functional and the def2-TZVPD basis) results for a cluster of 2 separate species, C22H40O4P in total in a non-equilibrium geometry.

```
67
Properties=species:S:1:pos:R:3:forces:R:3
C 5.049 -0.892 1.153 -0.2 0.6 -0.8
C 4.979 -0.921 -0.419 0.5 0.0 0.6
O 4.972 -1.961 -1.029 -0.3 0.7 0.2
O 4.974 0.308 -1.050 -0.9 -1.2 0.8
C 3.884 0.458 -1.984 -1.0 1.1 -1.7
C 2.691 1.359 -1.453 0.8 0.0 0.8
C 3.024 2.143 -0.115 -1.5 0.1 0.1
C 1.622 2.516 0.553 0.1 -0.1 -1.4
C 0.794 3.526 -0.331 -0.3 0.4 1.0
C -0.614 3.848 0.304 0.2 0.4 -1.1
C -1.573 4.483 -0.792 -1.0 0.1 1.8
C -3.060 4.097 -0.361 1.1 0.7 -0.9
P -3.521 2.438 -1.234 -0.1 0.9 -0.6
C -5.391 2.803 -0.918 -1.2 -1.1 -0.5
C -6.264 1.532 -0.577 -1.2 0.3 0.5
C -5.739 0.182 -0.443 -1.8 0.1 0.2
C -6.640 -0.930 -0.166 -0.5 2.9 -0.5
C -8.060 -0.649 -0.030 0.2 -0.5 0.3
C -9.007 -1.887 0.220 1.0 0.9 -0.7
C -8.616 0.685 -0.116 2.5 0.1 -0.5
C -7.703 1.786 -0.393 0.5 -2.4 0.2
H 5.999 -1.381 1.484 -0.8 0.5 -0.2
H 4.967 0.165 1.517 0.3 -1.1 -0.2
H 4.164 -1.473 1.526 0.9 0.5 -0.3
H 3.454 -0.507 -2.345 0.8 0.5 0.6
H 4.291 0.973 -2.897 0.0 -0.6 0.9
H 2.433 2.123 -2.228 0.2 -0.8 0.5
H 1.785 0.723 -1.277 0.8 0.5 -0.2
H 3.609 3.069 -0.358 -0.4 -0.8 0.4
H 3.564 1.522 0.637 -0.1 0.4 -0.8
H 1.033 1.557 0.546 0.4 0.8 0.4
H 1.728 2.870 1.607 0.0 -0.1 -0.8
H 1.332 4.509 -0.440 -0.2 -0.9 0.0
H 0.602 3.135 -1.364 0.3 0.1 1.0
H -0.566 4.603 1.136 0.3 -0.8 -0.5
H -1.067 2.913 0.723 0.3 0.7 -0.5
H -1.534 5.612 -0.770 0.5 -1.0 -0.1
H -1.334 4.144 -1.831 -0.3 0.0 0.8
H -3.702 4.939 -0.743 0.1 -0.9 0.5
H -3.165 3.958 0.748 0.2 0.4 -0.7
H -3.429 1.664 0.001 -0.1 -0.2 0.4
H -3.829 1.254 -2.043 -0.2 -0.2 0.2
H -3.588 3.211 -2.496 0.1 0.2 -0.2
H -2.102 2.160 -1.508 0.3 0.0 0.0
H -5.571 3.629 -0.179 0.1 -0.9 -0.4
H -5.801 3.172 -1.907 0.4 -0.2 0.9
H -4.647 -0.006 -0.554 -1.1 0.3 0.1
H -6.213 -1.952 -0.102 -0.6 0.7 0.1
H -9.303 -2.271 -0.791 -0.1 0.2 0.9
H -8.412 -2.702 0.703 -0.7 0.7 -0.1
H -9.890 -1.566 0.823 0.6 -0.6 -0.5
H -9.705 0.896 -0.013 1.0 -0.4 0.0
H -8.130 2.817 -0.459 0.7 -0.9 0.0
O 5.457 -7.217 3.719 0.0 0.3 -0.1
C 5.946 -6.536 2.855 -0.1 -0.4 -0.1
O 5.406 -5.341 2.559 -0.1 0.2 0.4
C 6.013 -4.380 1.683 0.0 -0.1 -0.4
C 5.673 -4.661 0.236 0.1 -0.4 -0.1
C 7.104 -7.042 2.034 0.6 0.2 0.2
H 7.090 -4.320 1.858 0.0 -0.1 0.0
H 5.601 -3.414 1.967 -0.1 -0.2 0.2
H 6.056 -5.633 -0.083 0.1 0.0 0.1
H 6.091 -3.896 -0.415 -0.1 0.0 0.1
H 4.591 -4.686 0.097 0.1 0.2 0.0
H 6.723 -7.670 1.229 0.0 0.0 0.0
H 7.749 -7.637 2.680 -0.2 -0.1 0.0
H 7.728 -6.254 1.618 -0.1 0.0 -0.2
```
Forces are in eV/Å.

Computed properties:
Calculated total energy (eV): -40937.4849
E_HOMO (eV): -3.45
LUMO energy (eV): 1.975
Gap between HOMO and LUMO (eV): 5.43
Charge: -1

(4)
DFT (the ωB97M-V functional and the def2-TZVPD basis) results for a structure of composition C12H28BrN4O5PTeTi in a non-equilibrium geometry.

```
53
Properties=species:S:1:pos:R:3:forces:R:3
Ti -0.699 -0.896 0.933 -2.1 0.1 -0.8
C 3.754 -1.293 -2.338 -0.1 0.1 -0.1
C 2.454 -0.990 -1.636 0.3 -0.2 0.2
N 1.484 -0.348 -2.158 -0.2 -0.1 0.3
O 1.521 0.051 -3.474 0.2 0.0 0.0
C 2.258 -1.450 -0.204 1.2 0.0 -1.1
C 3.390 -2.091 0.532 0.1 0.1 -0.1
N 1.124 -1.248 0.296 0.4 -0.1 0.3
O 0.883 -1.536 1.601 1.4 -0.4 0.4
H 4.152 -0.407 -2.840 -0.1 0.0 0.0
H 3.625 -2.088 -3.077 0.0 0.0 0.0
H 4.521 -1.618 -1.644 -0.1 0.0 0.0
H 2.333 -0.258 -3.898 0.2 -0.1 -0.1
H 3.787 -2.935 -0.036 0.0 0.0 0.0
H 3.063 -2.450 1.499 -0.1 0.0 0.1
H 4.209 -1.381 0.681 0.0 0.0 0.0
N -2.713 0.633 -3.513 0.1 -0.1 0.2
C -2.052 1.684 -2.646 -0.1 -0.2 -0.3
C -1.937 1.143 -1.240 0.1 -0.3 0.1
N -1.181 -0.123 -1.165 -0.5 0.2 -0.2
C -1.781 -1.133 -2.065 0.1 0.2 0.2
C -1.903 -0.648 -3.495 -0.1 0.3 -0.1
H -2.840 0.968 -4.467 0.1 0.0 0.0
H -3.644 0.443 -3.138 0.0 0.0 0.0
H -2.660 2.584 -2.681 0.0 0.0 0.0
H -1.082 1.876 -3.104 0.0 0.0 0.0
H -2.926 0.979 -0.817 -0.1 0.0 0.1
H -1.469 1.906 -0.624 0.1 0.0 0.1
H -0.227 0.031 -1.496 0.3 0.0 0.0
H -2.748 -1.425 -1.658 -0.1 0.0 0.0
H -1.166 -2.027 -2.057 0.0 -0.1 0.0
H -2.407 -1.372 -4.130 0.0 0.0 0.0
H -0.934 -0.395 -3.926 0.0 0.0 0.0
C 1.904 1.965 1.038 0.1 -0.1 -0.1
C 0.674 2.230 1.860 -0.1 -0.3 0.1
O -0.305 1.180 1.615 0.2 0.4 0.1
P -1.832 1.269 2.278 -0.4 0.1 -0.7
O -2.314 -0.013 1.547 -0.5 0.6 0.7
Te -2.888 3.281 1.959 0.0 0.1 -0.1
O -1.602 0.964 3.789 0.1 -0.2 0.8
C -1.098 -0.314 4.277 0.0 0.2 0.0
C -1.221 -0.318 5.778 0.0 0.0 0.1
H 2.625 2.766 1.207 0.0 0.0 0.0
H 1.668 1.933 -0.028 0.0 0.0 0.0
H 2.372 1.019 1.319 0.0 0.1 0.0
H 0.198 3.173 1.605 0.0 0.1 0.0
H 0.899 2.236 2.926 0.0 0.0 0.1
H -0.059 -0.410 3.965 0.1 0.0 -0.1
H -1.687 -1.113 3.834 -0.1 -0.1 -0.1
H -0.668 0.514 6.213 0.0 0.0 0.0
H -0.812 -1.252 6.172 0.0 0.1 0.0
H -2.265 -0.240 6.080 0.0 0.0 0.0
Br -1.778 -3.057 0.549 -0.2 -0.4 0.0
```
Forces are in eV/Å.

Computed properties:
Expectation value of S²: 0.758
Calculated total energy (eV): -138833.2536
E_HOMO (spin up / spin down) (eV): -10.01 / -10.05
LUMO energy (spin up / spin down) (eV): -2.972 / -2.974
2S+1: 2
Gap between HOMO and LUMO (spin up / spin down) (eV): 7.04 / 7.07
ΔE to the lowest compared entry with this formula, charge and spin (kJ/mol): 0.0
Charge: +1

(5)
DFT (the ωB97M-V functional and the def2-TZVPD basis) results for the molecule C8H6Br2O2S in a non-equilibrium geometry.

```
19
Properties=species:S:1:pos:R:3:forces:R:3
O 3.170 -0.727 0.562 -1.5 -0.1 -2.4
S 2.150 -0.325 -0.419 0.2 0.3 1.9
O 2.092 1.058 -0.824 1.6 -1.2 0.1
Br 1.858 -1.663 -2.343 0.7 0.7 1.1
C 0.538 -0.595 0.264 0.7 0.4 0.6
C 0.416 -1.447 1.378 1.0 2.2 -1.4
C -0.676 -1.373 2.147 -2.0 -1.2 1.5
C -1.759 -0.607 1.750 -0.9 1.0 -0.5
C -1.563 0.314 0.723 -1.1 0.7 0.9
C -0.392 0.407 -0.028 -0.5 -1.2 0.0
C -0.532 1.321 -1.157 1.1 -1.0 0.1
C 0.164 1.428 -2.266 -1.1 1.8 -1.9
Br -0.651 2.402 -3.753 0.1 -0.2 0.5
H 1.293 -1.782 1.826 1.5 -1.3 0.1
H -0.696 -1.947 3.083 -0.2 0.2 -0.5
H -2.780 -0.646 2.188 1.1 0.0 0.1
H -2.319 1.121 0.577 0.4 -1.1 -0.1
H -1.464 1.786 -1.100 -1.3 0.8 -0.4
H 1.151 1.275 -2.611 0.3 -0.8 0.3
```
Forces are in eV/Å.

Computed properties:
Calculated total energy (eV): -163405.6798
E_HOMO (eV): -9.11
LUMO energy (eV): -1.480
Gap between HOMO and LUMO (eV): 7.63
ΔE to the lowest compared entry with this formula, charge and spin (kJ/mol): 0.0
SMILES: O=S(=O)(Br)c1ccccc1/C=C/Br

(6)
DFT (the ωB97M-V functional and the def2-TZVPD basis) results for the molecule C3H10N2S2 in a non-equilibrium geometry.

```
17
Properties=species:S:1:pos:R:3:forces:R:3
N -1.949 -1.545 1.053 2.3 3.4 -0.7
C -0.455 -1.096 0.953 -1.4 2.2 1.3
C -0.061 -0.223 -0.402 -2.4 0.3 3.5
N 0.026 -1.131 -1.454 -2.3 -0.8 -5.1
C 1.191 0.711 -0.159 -2.7 0.6 -0.8
S 0.573 2.248 -1.188 1.6 -0.5 1.1
S 1.015 3.817 0.124 -1.4 0.6 -0.4
H -2.636 -0.869 0.653 1.1 -1.3 0.5
H -2.209 -2.488 1.118 -0.1 -1.1 -0.3
H -0.242 -0.409 1.898 -0.5 -1.1 -1.8
H 0.245 -1.908 1.068 -0.2 -0.6 -0.2
H -1.026 0.466 -0.455 2.1 -1.3 -0.3
H 0.948 -1.266 -1.880 -0.6 0.3 0.2
H -0.764 -1.030 -2.293 3.0 -0.2 3.1
H 1.129 0.950 0.950 1.0 0.0 -1.6
H 2.119 0.372 -0.692 -0.7 0.2 1.2
H 2.096 3.400 0.708 1.2 -0.6 0.2
```
Forces are in eV/Å.

Computed properties:
Calculated total energy (eV): -27921.4404
E_HOMO (eV): -8.04
LUMO energy (eV): 0.469
Gap between HOMO and LUMO (eV): 8.51
ΔE to the lowest compared entry with this formula, charge and spin (kJ/mol): 241.6
SMILES: NC[C@H](N)CSS

(7)
DFT (the ωB97M-V functional and the def2-TZVPD basis) results for the molecule C4H7NO.

```
13
Properties=species:S:1:pos:R:3:forces:R:3
O 1.085 -0.534 1.485 0.0 -0.1 0.0
C 0.296 -0.217 0.332 -0.1 -0.1 -0.1
C 0.066 -1.681 0.218 0.0 0.0 0.2
N -0.814 0.736 -1.095 0.0 0.2 -0.2
C -0.904 0.704 0.407 -0.2 0.0 0.1
C 0.663 0.522 -0.946 0.3 0.0 -0.1
H 1.887 -0.985 1.176 -0.1 0.1 0.1
H -1.167 -0.164 -1.422 -0.2 0.2 -0.1
H -0.893 -1.861 0.746 0.3 -0.1 0.2
H -0.692 1.712 0.779 0.0 -0.2 0.0
H -1.826 0.315 0.853 0.1 0.1 -0.2
H 1.164 -0.041 -1.738 -0.1 0.1 0.1
H 1.134 1.496 -0.795 0.1 -0.1 0.0
```
Forces are in eV/Å.

Computed properties:
Calculated total energy (eV): -7793.4852
E_HOMO (eV): -8.98
LUMO energy (eV): -0.067
Gap between HOMO and LUMO (eV): 8.92
ΔE to the lowest compared entry with this formula, charge and spin (kJ/mol): 594.3